Density functional theory data (the ωB97M-V functional and the def2-TZVPD basis) for a structure of composition C36H36ClCrN4O3S at a distorted geometry.

Output
- spin multiplicity = 5
- ΔE to the lowest compared entry with this formula, charge and spin (eV) = 0.205
- frontier orbital gap (spin up / spin down) (eV) = 3.345 / 6.323
- LUMO level (spin up / spin down) (Eh) = 0.0742 / 0.0741
- charge = -1

```
82
C36H36ClCrN4O3S (the ωB97M-V functional and the def2-TZVPD basis)
Cr 1.21948 -1.07840 0.43095
C 1.63398 0.36090 -2.17895
N 2.52928 -0.19920 -1.16805
C 3.39998 -1.22340 -1.76415
C 2.70308 -2.36830 -2.50105
C 1.58898 -3.05180 -1.68035
N 1.79128 -2.85940 -0.27555
C 2.18918 -3.87580 0.44035
C 2.62648 -3.78310 1.78375
C 2.84748 -4.95800 2.52605
C 3.29778 -4.92140 3.82605
C 3.57208 -3.69310 4.41835
C 3.39518 -2.52130 3.70955
C 2.91788 -2.50910 2.38465
O 2.78348 -1.39010 1.74935
C 3.39048 0.88720 -0.64545
C 3.06108 1.37060 0.76945
C 1.61848 1.82660 0.95975
N 0.69678 0.74200 0.81915
C -0.65862 1.23030 0.72205
C -1.70502 0.13850 0.75125
C -2.82282 0.25680 1.55315
C -3.80942 -0.71690 1.54925
C -3.70742 -1.78260 0.67235
C -2.60902 -1.91260 -0.15105
C -1.54112 -0.99700 -0.07935
O -0.42952 -1.22100 -0.71265
H 2.19568 0.78960 -3.02175
H 1.02338 1.14230 -1.73125
H 0.95398 -0.40140 -2.54935
H 3.97838 -1.65940 -0.94585
H 4.09968 -0.74660 -2.47415
H 3.48358 -3.09680 -2.73245
H 2.29878 -2.02640 -3.45355
H 1.55198 -4.11980 -1.94205
H 0.62318 -2.60920 -1.93215
H 2.18308 -4.87580 -0.01215
H 2.64078 -5.90830 2.04705
H 3.44218 -5.83840 4.38085
H 3.91168 -3.65730 5.44575
H 3.61128 -1.57370 4.18225
H 3.34538 1.74220 -1.33625
H 4.42858 0.53890 -0.61885
H 3.72748 2.21190 0.98365
H 3.26218 0.57180 1.48275
H 1.38208 2.63340 0.23645
H 1.52728 2.28710 1.96845
H -0.85582 1.91390 1.57735
H -2.92172 1.11640 2.20485
H -4.65422 -0.64590 2.21705
H -4.49052 -2.52970 0.65665
H -2.51692 -2.75850 -0.82025
C -5.77462 5.63890 -2.93615
C -5.12882 6.81340 -3.61665
O -5.25402 7.97360 -3.28355
S -4.11422 6.37690 -5.06005
C -2.99552 5.25450 -4.23085
C -2.03532 5.76650 -3.35935
C -1.36122 4.92910 -2.50005
C -1.63702 3.55040 -2.48275
C -2.52112 3.03410 -3.44115
C -3.18802 3.87350 -4.30265
C -1.15932 2.72160 -1.44415
C -0.91112 2.02400 -0.48855
H -6.22122 5.96520 -1.99815
H -5.05842 4.84420 -2.73795
H -6.55572 5.23510 -3.58285
H -1.85422 6.83150 -3.33545
H -0.62872 5.34040 -1.81855
H -2.69722 1.96640 -3.46805
H -3.89692 3.47170 -5.01085
Cl -0.12992 -0.66770 5.76635
C -0.28672 -1.60700 4.32785
C -0.96802 -2.82000 4.36795
C -1.06292 -3.50410 3.14835
C -0.50052 -2.96770 2.01785
N 0.17908 -1.80620 1.99205
C 0.26978 -1.13550 3.16415
H -1.38042 -3.21380 5.28105
H -1.57242 -4.45440 3.10205
H -0.57112 -3.48730 1.07305
H 0.80478 -0.19780 3.13515
```

Here are the Löwdin charges for atoms 1 to 8, given in e:
1. Cr 0.858
2. C -0.069
3. N -0.236
4. C -0.202
5. C -0.157
6. C -0.237
7. N -0.159
8. C -0.167

=====

Density functional theory data (the ωB97M-V functional and the def2-TZVPD basis) for a structure of composition C20H44FN2O4Pd at a distorted geometry.

Output
- spin multiplicity = 3
- frontier orbital gap (spin up / spin down) (eV) = 6.306 / 5.951
- LUMO level (spin up / spin down) (Eh) = 0.1092 / 0.1093
- charge = -1

```
72
C20H44FN2O4Pd (the ωB97M-V functional and the def2-TZVPD basis)
Pd -0.15094 -1.31547 0.99357
C -2.43893 0.56644 3.38365
C -2.81295 1.27181 2.06807
C -3.75422 2.47222 2.43817
C -4.02528 3.40364 1.32341
C -2.75028 4.09855 0.90773
C -1.56468 3.08318 0.51727
N -1.61678 1.87813 1.42970
O -0.56587 0.94024 1.12473
C -0.27014 3.86075 0.69852
C -1.75791 2.68627 -1.00057
C -3.65525 0.32836 1.10742
H -1.92194 1.19719 4.10682
H -1.90507 -0.37413 3.24792
H -3.33030 0.22896 3.91248
H -3.32546 3.05794 3.25132
H -4.73223 2.10970 2.75465
H -4.65582 4.20027 1.71829
H -4.55323 2.97741 0.47036
H -2.47677 4.69790 1.77610
H -2.96183 4.70858 0.02956
H -0.09712 4.14301 1.73703
H -0.25706 4.83667 0.21324
H 0.59910 3.38507 0.24438
H -0.99958 1.96148 -1.29673
H -1.66125 3.54974 -1.65873
H -2.74908 2.27098 -1.18280
H -3.19305 -0.65267 1.21723
H -3.60071 0.66790 0.07309
H -4.70628 0.19143 1.36176
C 1.37724 -4.04067 -0.82206
C 2.39308 -2.92964 -1.37201
C 2.01773 -2.87064 -2.89206
C 2.64804 -1.72339 -3.71670
C 2.40971 -0.38143 -3.01119
C 2.75225 -0.39656 -1.48035
N 2.16983 -1.57762 -0.79635
O 2.08730 -1.54236 0.63807
C 2.15917 0.90690 -0.90980
C 4.31155 -0.33834 -1.42582
C 3.80404 -3.58913 -1.27375
H 0.34120 -3.70822 -0.88689
H 1.47467 -4.24978 0.24325
H 1.46076 -4.98655 -1.35725
H 0.93954 -2.74510 -2.99144
H 2.27550 -3.79039 -3.41713
H 2.36061 -1.69784 -4.76781
H 3.71691 -1.88594 -3.85522
H 1.37091 -0.08329 -3.15299
H 3.06561 0.32406 -3.52125
H 2.67582 1.77175 -1.32595
H 2.31461 0.98413 0.16630
H 1.09256 1.04770 -1.08484
H 4.65776 -0.46622 -0.40021
H 4.73461 0.64225 -1.64395
H 4.80811 -1.18090 -1.90709
H 4.50919 -3.14522 -1.97647
H 3.73101 -4.64970 -1.51445
H 4.27874 -3.44817 -0.30273
F -1.49452 -2.95952 1.07632
C 1.02114 -1.08909 4.08591
O 0.26728 -1.78608 3.11009
H 1.43583 -0.20523 3.60123
H 0.35674 -0.75794 4.88404
H 1.89039 -1.63110 4.45837
H -0.11928 -2.50305 3.61816
C -1.92504 -1.00206 -1.81199
O -0.61702 -0.97489 -1.30427
H -2.33014 0.00639 -1.89572
H -1.92484 -1.41521 -2.82065
H -2.57342 -1.60329 -1.17463
H -0.03430 -0.76016 -2.03635
```

Here are the Löwdin charges for atoms 1 to 8, given in e:
1. Pd 1.059
2. C -0.046
3. C -0.463
4. C -0.178
5. C -0.237
6. C -0.138
7. C -0.444
8. N -0.137

=====

Density functional theory data (the ωB97M-V functional and the def2-TZVPD basis) for a structure of composition C22H29Cl16FO4 at a distorted geometry.

Output
- ΔE to the lowest compared entry with this formula, charge and spin (eV) = 1.782
- frontier orbital gap (eV) = 9.149
- LUMO level (Eh) = -0.0038

```
72
C22H29Cl16FO4 (the ωB97M-V functional and the def2-TZVPD basis)
C -13.87229 -12.62356 26.61103
Cl -13.89745 -14.21253 25.77443
Cl -15.25285 -12.62865 27.84079
Cl -12.26687 -12.33353 27.30641
Cl -14.20447 -11.29358 25.47171
C -9.47658 -20.40128 23.26563
Cl -10.27794 -21.62937 22.25069
Cl -10.66884 -19.40156 24.07982
Cl -8.52029 -21.23019 24.55290
Cl -8.34311 -19.37386 22.32101
C -11.17249 -19.91360 39.18034
Cl -9.66962 -19.86399 40.11812
Cl -11.18804 -18.64922 37.93704
Cl -11.37269 -21.59043 38.61593
Cl -12.60945 -19.79672 40.24294
C -19.15730 -13.95168 34.20663
Cl -20.38517 -13.54152 33.06015
Cl -17.49257 -13.70128 33.57468
Cl -19.29987 -12.72799 35.52519
Cl -19.42795 -15.60525 34.86576
C -6.81872 -24.76752 31.80559
C -5.97002 -25.05056 30.57535
O -5.98608 -24.37269 29.54319
C -5.17321 -26.37934 30.64042
H -6.17126 -25.00884 32.64859
H -7.63779 -25.48114 31.89495
H -7.25194 -23.76936 31.86949
H -5.73346 -27.17604 31.12979
H -4.18008 -26.22856 31.06358
H -4.96108 -26.78891 29.65282
C -11.85715 -9.92631 36.66934
C -12.06866 -11.21410 35.85375
O -11.93170 -11.18091 34.66112
C -12.29897 -12.50131 36.57852
H -11.55605 -9.13075 35.98778
H -11.12308 -10.09407 37.45744
H -12.77139 -9.52858 37.10988
H -13.34701 -12.74759 36.40806
H -12.33074 -12.42550 37.66541
H -11.70684 -13.33220 36.19497
C -4.76934 -17.89793 33.35873
C -6.25567 -17.90265 33.63076
O -6.76699 -18.91363 34.17192
C -7.06308 -16.62029 33.39867
H -4.35721 -16.94601 33.02390
H -4.61053 -18.52055 32.47826
H -4.24361 -18.33062 34.20989
H -6.38908 -15.87679 33.82414
H -7.97381 -16.53500 33.99147
H -7.22848 -16.34855 32.35613
C -13.81464 -24.93149 33.98383
C -15.01432 -25.25813 33.11303
O -15.98563 -25.91278 33.57594
C -15.08911 -24.76027 31.65284
H -13.50697 -23.88736 34.04065
H -12.98312 -25.42946 33.48513
H -14.03928 -25.20954 35.01355
H -16.09012 -24.79585 31.22295
H -14.43791 -25.29579 30.96199
H -14.71511 -23.73646 31.64769
F -12.68983 -19.42216 33.28683
C -12.39869 -18.72784 32.18979
C -11.75835 -19.36163 31.11030
C -11.36040 -18.64634 29.96296
C -11.50910 -17.24673 29.99518
C -12.15497 -16.61949 31.07012
C -12.60797 -17.36105 32.16151
H -11.62825 -20.43276 31.06402
H -10.82502 -19.14813 29.17051
H -11.12659 -16.68320 29.15701
H -12.36448 -15.56062 31.10633
H -13.12339 -16.82897 32.94741
```

Here are the Löwdin charges for atoms 1 to 8, given in e:
1. C -1.961
2. Cl 0.491
3. Cl 0.455
4. Cl 0.516
5. Cl 0.497
6. C -2.007
7. Cl 0.513
8. Cl 0.518

=====

Density functional theory data (the ωB97M-V functional and the def2-TZVPD basis) for a cluster of 2 separate species, C2H4BrNO2 in total at a distorted geometry.

Output
- ΔE to the lowest compared entry with this formula, charge and spin (eV) = 6.294
- frontier orbital gap (spin up / spin down) (eV) = 8.608 / 8.608
- LUMO level (spin up / spin down) (Eh) = -0.0538 / -0.0538

```
10
C2H4BrNO2 (the ωB97M-V functional and the def2-TZVPD basis)
C -0.92891 -0.58866 -0.47818
C 0.37031 -0.29726 0.14742
N 0.67171 1.14303 0.02401
O -0.32864 1.82345 -0.16579
O 1.78673 1.60696 0.21085
Br 1.91241 -1.29536 0.05341
H -0.72817 -0.59413 -1.62195
H -1.67978 0.08192 -0.04139
H -1.25703 -1.50063 -0.10416
H 0.18137 -0.37934 1.97577
```

Here are the Löwdin charges for atoms 1 to 8, given in e:
1. C -0.138
2. C -0.798
3. N -0.460
4. O 0.039
5. O 0.023
6. Br 0.807
7. H 0.142
8. H 0.095

=====

Density functional theory data (the ωB97M-V functional and the def2-TZVPD basis) for a structure of composition C3HAlFO2 at a distorted geometry.

Output
- spin multiplicity = 2
- ΔE to the lowest compared entry with this formula, charge and spin (eV) = 0.000
- frontier orbital gap (spin up / spin down) (eV) = 7.774 / 7.805
- LUMO level (spin up / spin down) (Eh) = -0.4738 / -0.4823
- charge = +2

```
8
C3HAlFO2 (the ωB97M-V functional and the def2-TZVPD basis)
H -1.51632 -0.69435 1.17225
O 0.48661 -1.11718 0.33845
O 0.39100 0.99818 -0.33469
C -0.84561 -0.76857 0.23522
C -0.86411 0.52921 -0.13800
C 1.25341 -0.07989 -0.15103
F -1.80735 1.20054 -0.76631
Al 2.90237 -0.06794 -0.35589
```

Atomic charges from the Löwdin analysis, expressed in e, are listed below:
1. H 0.251
2. O 0.135
3. O 0.211
4. C 0.145
5. C -0.193
6. C -0.279
7. F 0.284
8. Al 1.446

=====

Ordered E results: -101799.5537 -38816.0027 -234546.8947 -77760.0334 -16509.7561; unit eV.